1.
Computed, not measured: a cluster of 11 separate species, C39H98N5O20P3S3 in total, with ωB97M-V with the def2-TZVPD basis set.

Calculated values
E_HOMO = -8.3404 eV
Maximum force = 2.78 eV/Å
Charge = 0
Lowest unoccupied orbital energy = 0.011 Ha
Energy above the lowest of the compared OMol25 structures with the same formula, charge and spin = 0.0 kcal/mol
Kohn-Sham gap = 8.63 eV

CARTESIAN COORDINATES (ANGSTROEM)
C1 4.552 -3.382 2.332
C2 3.659 -2.558 1.448
O1 3.168 -1.511 1.866
N1 3.447 -2.919 0.162
C3 3.982 -4.069 -0.508
H1 4.730 -2.699 3.178
H2 5.432 -3.864 1.874
H3 3.904 -4.130 2.763
H4 2.864 -2.209 -0.388
H5 4.718 -4.581 0.089
H6 4.443 -3.792 -1.466
H7 3.195 -4.819 -0.787
C4 3.829 0.206 -3.669
C5 4.780 0.809 -2.646
O2 5.796 1.426 -2.969
N2 4.384 0.586 -1.376
C6 5.130 1.083 -0.250
H8 3.050 -0.365 -3.216
H9 4.428 -0.429 -4.312
H10 3.359 0.908 -4.339
H11 3.501 0.085 -1.345
H12 6.136 0.632 -0.288
H13 4.671 0.743 0.665
H14 5.184 2.186 -0.291
C7 3.910 -2.992 -6.115
C8 2.964 -1.843 -6.476
O3 1.794 -1.777 -6.094
N3 3.506 -0.808 -7.186
C9 2.724 0.349 -7.457
H15 3.687 -3.863 -6.741
H16 3.749 -3.389 -5.113
H17 4.912 -2.597 -6.345
H18 4.385 -0.927 -7.678
H19 1.690 0.272 -7.132
H20 2.690 0.684 -8.490
H21 3.076 1.199 -6.878
C10 -1.397 -3.481 -5.676
C11 -0.787 -4.052 -4.404
O4 -1.420 -4.751 -3.622
N4 0.447 -3.625 -4.125
C12 1.243 -4.081 -2.990
H22 -0.650 -3.147 -6.363
H23 -2.038 -2.613 -5.373
H24 -2.055 -4.177 -6.186
H25 0.856 -3.023 -4.818
H26 1.718 -5.093 -3.155
H27 0.562 -4.183 -2.135
H28 2.104 -3.416 -2.746
C13 0.085 -1.053 0.548
C14 0.540 -0.786 -0.873
O5 1.695 -1.029 -1.251
N5 -0.317 -0.227 -1.732
C15 -0.005 -0.190 -3.173
H29 0.051 -2.129 0.672
H30 -0.947 -0.654 0.713
H31 0.808 -0.673 1.236
H32 -1.256 -0.030 -1.420
H33 0.963 0.239 -3.383
H34 -0.808 0.308 -3.676
H35 -0.028 -1.229 -3.550
C16 -2.815 -1.780 2.243
S1 -3.332 -3.495 2.627
O6 -3.041 -3.804 4.039
C17 -5.168 -3.230 2.499
H36 -3.182 -1.157 3.051
H37 -3.148 -1.511 1.242
H38 -1.725 -1.901 2.316
H39 -5.486 -2.400 1.868
H40 -5.551 -3.084 3.487
H41 -5.544 -4.144 2.067
C18 0.117 -1.594 4.771
S2 0.411 -1.773 6.576
O7 1.777 -2.311 6.700
C19 0.424 -0.019 6.988
H42 1.008 -1.231 4.269
H43 -0.654 -0.874 4.501
H44 -0.211 -2.533 4.326
H45 0.757 0.044 8.038
H46 -0.597 0.358 6.823
H47 1.194 0.481 6.401
C20 -4.589 -2.836 -1.691
S3 -3.065 -1.913 -1.997
O8 -3.200 -0.685 -1.153
C21 -1.956 -3.131 -1.169
H48 -4.672 -3.033 -0.595
H49 -4.655 -3.822 -2.151
H50 -5.376 -2.193 -2.053
H51 -0.907 -2.836 -1.265
H52 -2.100 -4.005 -1.822
H53 -2.302 -3.347 -0.159
C22 -2.805 0.259 -6.696
C23 -1.303 0.483 -6.635
O9 -0.921 1.884 -6.761
P1 -0.879 2.972 -5.661
O10 -0.832 4.342 -6.179
O11 -2.105 2.551 -4.744
C24 -2.379 3.390 -3.614
C25 -2.024 2.630 -2.349
O12 0.343 2.558 -4.748
C26 1.548 3.404 -4.681
C27 2.025 3.367 -3.194
H54 -3.171 0.744 -7.579
H55 -3.007 -0.807 -6.682
H56 -3.329 0.650 -5.811
H57 -0.859 0.092 -5.747
H58 -0.805 0.020 -7.458
H59 -1.827 4.337 -3.727
H60 -3.442 3.646 -3.607
H61 -2.296 3.249 -1.486
H62 -2.525 1.647 -2.366
H63 -0.937 2.558 -2.297
H64 2.301 2.979 -5.357
H65 1.406 4.431 -4.981
H66 1.991 2.333 -2.848
H67 3.032 3.787 -3.234
H68 1.339 3.969 -2.583
C28 4.811 1.044 3.243
C29 3.279 1.194 3.062
O13 2.971 2.606 3.296
P2 1.504 3.180 3.442
O14 0.607 2.319 4.253
O15 1.797 4.650 3.965
C30 1.049 5.083 5.222
C31 -0.205 5.734 4.648
O16 0.813 3.393 1.995
C32 1.572 4.147 0.975
C33 2.418 3.223 0.186
H69 5.025 1.242 4.282
H70 5.109 0.033 3.052
H71 5.347 1.802 2.612
H72 2.969 0.986 2.027
H73 2.710 0.576 3.742
H74 0.771 4.301 5.961
H75 1.725 5.817 5.696
H76 -0.858 4.971 4.312
H77 -0.694 6.180 5.546
H78 0.120 6.483 3.925
H79 0.864 4.705 0.337
H80 2.163 4.895 1.513
H81 2.811 3.916 -0.557
H82 3.200 2.731 0.731
H83 1.803 2.453 -0.284
C34 -7.266 1.756 5.737
C35 -6.047 2.304 5.082
O17 -4.802 1.875 5.763
P3 -4.104 0.579 5.273
O18 -4.917 -0.155 4.316
O19 -2.685 0.993 4.723
C36 -2.429 2.112 3.805
C37 -1.747 1.592 2.579
O20 -3.774 -0.260 6.508
C38 -3.504 -1.703 6.478
C39 -3.244 -2.237 7.806
H84 -7.327 1.899 6.817
H85 -8.094 2.186 5.130
H86 -7.420 0.717 5.554
H87 -6.079 2.098 4.018
H88 -5.987 3.375 5.181
H89 -3.342 2.663 3.588
H90 -1.804 2.723 4.409
H91 -2.424 0.995 2.030
H92 -1.486 2.470 1.933
H93 -0.775 1.118 2.764
H94 -4.299 -2.190 5.894
H95 -2.566 -1.721 5.910
H96 -2.725 -3.175 7.742
H97 -2.474 -1.638 8.249
H98 -4.103 -2.303 8.436


2.
Computed, not measured: a cluster of 10 separate species, C39H48BF4O15 in total, with ωB97M-V with the def2-TZVPD basis set.

Calculated values
E_HOMO = -5.4214 eV
Maximum force = 17.24 eV/Å
Charge = -1
Lowest unoccupied orbital energy = 0.073 Ha
Kohn-Sham gap = 7.41 eV

CARTESIAN COORDINATES (ANGSTROEM)
B1 -0.908 -0.905 -0.121
F1 -2.157 -0.684 -0.732
F2 -0.316 0.218 0.394
F3 -1.148 -1.774 0.973
F4 -0.163 -1.577 -1.029
C1 -2.159 -4.421 2.629
O1 -0.707 -4.223 2.510
H1 -2.447 -5.551 2.698
H2 -2.505 -4.110 1.635
H3 -2.662 -3.801 3.325
H4 -0.493 -3.917 1.607
C2 0.732 -4.346 -1.269
O2 0.314 -3.837 -0.015
H5 0.951 -5.291 -1.155
H6 1.584 -3.854 -1.709
H7 -0.072 -4.422 -2.052
H8 0.176 -2.835 -0.320
C3 -3.834 -2.833 -2.516
O3 -2.692 -3.148 -1.662
H9 -4.226 -1.728 -2.104
H10 -4.448 -3.745 -2.463
H11 -3.554 -2.976 -3.704
H12 -2.539 -2.481 -1.240
C4 0.571 -3.002 -7.003
C5 1.568 -2.058 -6.564
C6 1.551 -1.470 -5.258
C7 0.584 -1.978 -4.344
C8 -0.356 -3.044 -4.757
C9 -0.325 -3.551 -6.081
O4 -1.228 -4.575 -6.444
O5 2.528 -0.563 -4.949
H13 0.406 -3.337 -7.914
H14 2.367 -1.664 -7.206
H15 0.432 -1.552 -3.309
H16 -0.997 -3.252 -3.912
H17 -1.007 -4.823 -7.350
H18 2.401 -0.226 -4.095
C10 4.464 0.821 -1.770
C11 5.628 0.982 -0.968
C12 5.756 0.576 0.331
C13 4.763 -0.294 0.805
C14 3.605 -0.616 0.107
C15 3.501 -0.012 -1.145
O6 2.287 -0.351 -1.765
O7 6.719 1.018 1.249
H19 4.498 1.176 -2.568
H20 6.214 1.782 -1.578
H21 4.874 -0.775 1.698
H22 2.739 -1.318 0.416
H23 1.561 -0.343 -1.152
H24 7.265 1.560 0.795
C16 -0.550 0.058 5.969
C17 0.495 0.966 6.322
C18 1.737 1.127 5.564
C19 1.836 0.232 4.456
C20 0.819 -0.733 4.165
C21 -0.322 -0.749 4.862
O8 -1.365 -1.508 4.408
O9 2.600 2.017 5.954
H25 -1.440 -0.157 6.542
H26 0.171 1.653 7.133
H27 2.633 0.449 3.729
H28 0.811 -1.329 3.429
H29 -1.019 -2.268 3.893
H30 3.455 1.765 5.497
C22 3.474 4.460 2.452
C23 2.307 3.757 2.748
C24 1.772 2.904 1.703
C25 2.316 2.840 0.436
C26 3.528 3.556 0.202
C27 4.156 4.279 1.215
O10 5.265 5.056 0.987
O11 0.641 2.252 1.929
H31 3.792 4.916 3.302
H32 1.960 3.750 3.772
H33 1.769 2.346 -0.388
H34 4.134 3.520 -0.707
H35 5.943 5.105 1.778
H36 0.307 1.491 1.350
C28 -1.785 3.971 -4.565
C29 -0.854 3.621 -3.592
C30 -1.156 2.695 -2.479
C31 -2.470 2.167 -2.469
C32 -3.377 2.574 -3.456
C33 -3.050 3.418 -4.481
O12 -3.964 3.773 -5.350
O13 -0.261 2.407 -1.550
H37 -1.458 4.535 -5.249
H38 0.124 4.014 -3.562
H39 -2.875 1.434 -1.785
H40 -4.401 2.131 -3.360
H41 -4.758 3.301 -5.600
H42 -0.582 1.693 -0.953
C34 -5.398 0.020 2.996
C35 -5.373 0.683 4.134
C36 -4.175 1.369 4.589
C37 -3.097 1.419 3.664
C38 -3.106 0.744 2.448
C39 -4.245 0.011 2.129
O14 -4.316 -0.663 0.919
O15 -4.168 2.089 5.746
H43 -6.190 -0.597 2.718
H44 -6.299 0.900 4.551
H45 -2.308 1.942 4.032
H46 -2.161 0.767 1.987
H47 -3.556 -0.694 0.497
H48 -5.012 1.603 6.396


3.
Computed, not measured: a cluster of 2 separate species, C9H14O in total, with ωB97M-V with the def2-TZVPD basis set.

Calculated values
E_HOMO = -9.0754 eV
Maximum force = 1.55 eV/Å
Charge = 0
Lowest unoccupied orbital energy = 0.035 Ha
Energy above the lowest of the compared OMol25 structures with the same formula, charge and spin = 18.8 kcal/mol
SMILES = Cc1ccccc1.CCO
Kohn-Sham gap = 10.03 eV

CARTESIAN COORDINATES (ANGSTROEM)
C1 -1.529 0.082 -2.402
C2 -1.819 1.604 -0.447
C3 -0.947 0.956 -1.323
C4 -1.358 2.323 0.645
C5 0.016 2.515 0.808
C6 0.409 1.023 -1.044
C7 0.883 1.913 -0.089
H1 -2.893 1.528 -0.578
H2 -2.035 2.501 1.470
H3 -2.411 -0.469 -2.096
H4 -0.797 -0.571 -2.869
H5 0.365 3.294 1.455
H6 1.122 0.446 -1.611
H7 1.924 2.170 -0.021
H8 -1.904 0.787 -3.152
C8 0.747 -2.119 1.790
C9 1.752 -1.798 0.727
O1 0.312 -3.487 1.723
H9 1.229 -1.959 2.732
H10 -0.174 -1.550 1.679
H11 2.708 -2.234 1.005
H12 0.940 -3.992 1.213
H13 1.874 -0.720 0.640
H14 1.588 -2.242 -0.258


4.
Computed, not measured: a cluster of 2 separate species, C5H14 in total, with ωB97M-V with the def2-TZVPD basis set.

Calculated values
E_HOMO = -11.1201 eV
Maximum force = 3.64 eV/Å
Charge = 0
Lowest unoccupied orbital energy = 0.040 Ha
Energy above the lowest of the compared OMol25 structures with the same formula, charge and spin = 30.6 kcal/mol
SMILES = CCC.CC
Kohn-Sham gap = 12.20 eV

CARTESIAN COORDINATES (ANGSTROEM)
C1 -1.723 -2.055 -0.274
C2 -0.573 -1.029 -0.523
C3 -2.735 -1.258 0.434
H1 -2.109 -2.496 -1.177
H2 -1.292 -2.854 0.388
H3 0.160 -0.875 0.243
H4 -2.432 -0.996 1.468
H5 -2.881 -0.349 -0.206
H6 -0.721 0.091 -0.757
H7 0.063 -1.441 -1.248
H8 -3.718 -1.851 0.619
C4 2.854 1.679 0.535
C5 1.602 2.039 -0.188
H9 3.359 2.597 1.009
H10 2.700 0.898 1.309
H11 3.669 1.347 -0.165
H12 1.650 2.979 -0.919
H13 1.467 1.297 -0.948
H14 0.657 2.276 0.399


5.
Computed, not measured: an isolated molecule of C21H26N4O2, with ωB97M-V with the def2-TZVPD basis set.

Calculated values
E_HOMO = -8.8060 eV
Maximum force = 1.05 eV/Å
Charge = 0
Lowest unoccupied orbital energy = 0.000 Ha
Energy above the lowest of the compared OMol25 structures with the same formula, charge and spin = 0.0 kcal/mol
SMILES = CC(C)COc1nc2ccccc2nc1[C@H](C#N)C(=O)NC1CCCCC1
Kohn-Sham gap = 8.81 eV

CARTESIAN COORDINATES (ANGSTROEM)
C1 1.962 4.493 0.188
H1 3.028 4.554 0.392
H2 1.772 4.944 -0.783
H3 1.431 5.070 0.943
C2 1.490 3.042 0.194
C3 -0.002 2.944 -0.106
H4 -0.222 3.396 -1.070
H5 -0.581 3.459 0.659
H6 -0.312 1.902 -0.139
C4 1.808 2.414 1.555
H7 2.886 2.462 1.746
H8 1.267 2.934 2.350
O1 1.378 1.063 1.656
C5 2.095 0.145 1.005
N1 3.197 0.459 0.382
C6 3.890 -0.539 -0.217
C7 5.083 -0.252 -0.902
C8 5.784 -1.267 -1.497
C9 5.327 -2.592 -1.435
C10 4.166 -2.900 -0.778
C11 3.427 -1.878 -0.159
N2 2.272 -2.176 0.485
C12 1.621 -1.209 1.053
C13 0.305 -1.488 1.726
C14 0.162 -2.871 2.094
N3 -0.002 -3.961 2.399
H9 0.223 -0.859 2.622
C15 -0.854 -1.056 0.776
O2 -0.653 -0.375 -0.201
N4 -2.054 -1.479 1.202
H10 -2.084 -2.119 1.981
C16 -3.307 -1.234 0.492
C17 -3.580 0.266 0.361
C18 -4.919 0.493 -0.333
C19 -4.925 -0.166 -1.709
C20 -4.640 -1.660 -1.584
C21 -3.302 -1.892 -0.889
H11 -3.107 -2.961 -0.785
H12 -2.497 -1.454 -1.481
H13 -4.623 -2.121 -2.573
H14 -5.437 -2.135 -1.007
H15 -5.891 -0.011 -2.193
H16 -4.156 0.295 -2.332
H17 -5.101 1.565 -0.433
H18 -5.723 0.072 0.275
H19 -3.582 0.726 1.351
H20 -2.781 0.719 -0.226
H21 -4.096 -1.687 1.103
H22 3.792 -3.910 -0.716
H23 5.901 -3.371 -1.914
H24 6.702 -1.050 -2.023
H25 5.421 0.772 -0.939
H26 2.043 2.483 -0.567